No. 1
Entry from the Open Molecules 2025 dataset: a cluster of 14 separate species, C28H74BO33 in total (the ωB97M-V functional and the def2-TZVPD basis).

CARTESIAN COORDINATES (ANGSTROEM)
O1 1.916 2.699 0.527
C1 1.089 1.755 0.266
O2 1.190 0.817 -0.553
B1 -0.091 0.148 -0.703
O3 -0.910 0.630 0.417
C2 -0.279 1.637 0.968
O4 -0.671 2.251 1.917
O5 -0.039 -1.320 -0.546
C3 -0.744 -1.891 -1.587
O6 -0.961 -3.131 -1.784
C4 -1.118 -0.727 -2.518
O7 -0.676 0.420 -2.007
O8 -1.717 -0.904 -3.573
O9 -3.563 -1.150 -5.825
H1 -4.299 -1.155 -5.213
H2 -2.814 -1.439 -5.303
C5 1.294 -3.389 -4.799
C6 1.935 -2.157 -4.177
O10 2.347 -2.532 -2.959
O11 2.275 -4.177 -5.364
H3 0.568 -3.050 -5.539
H4 0.580 -3.956 -4.201
H5 1.211 -1.357 -4.022
H6 2.843 -1.801 -4.664
H7 1.723 -3.075 -2.472
H8 1.894 -4.989 -5.707
C7 4.633 -2.211 -0.426
C8 3.822 -1.423 0.620
O12 4.141 -1.926 1.944
O13 6.044 -2.012 -0.403
H9 4.312 -1.801 -1.384
H10 4.447 -3.274 -0.268
H11 2.774 -1.533 0.340
H12 4.092 -0.378 0.470
H13 4.684 -1.231 2.322
H14 6.383 -2.300 0.448
C9 -2.433 -7.447 -1.214
C10 -1.737 -6.092 -0.845
O14 -0.786 -6.190 0.260
O15 -1.540 -8.213 -1.968
H15 -3.295 -7.232 -1.847
H16 -2.641 -8.062 -0.339
H17 -2.462 -5.321 -0.587
H18 -1.184 -5.766 -1.726
H19 0.006 -6.607 -0.086
H20 -1.623 -7.937 -2.884
C11 -2.026 2.757 6.528
C12 -2.038 2.207 5.067
O16 -0.687 2.160 4.609
O17 -1.865 4.142 6.655
H21 -1.202 2.292 7.069
H22 -2.991 2.459 6.938
H23 -2.718 2.797 4.452
H24 -2.402 1.185 4.963
H25 -0.620 2.338 3.668
H26 -1.613 4.359 7.555
C13 -2.505 4.727 1.136
C14 -1.750 6.065 1.238
O18 -2.073 6.764 2.371
O19 -3.866 5.055 1.058
H27 -2.381 4.150 2.052
H28 -2.062 4.126 0.342
H29 -2.043 6.649 0.365
H30 -0.668 5.962 1.157
H31 -1.592 6.320 3.074
H32 -4.038 5.590 1.837
C15 -2.935 -1.849 1.742
C16 -4.043 -1.208 0.876
O20 -5.279 -1.824 0.970
O21 -3.336 -1.655 3.080
H33 -1.957 -1.392 1.591
H34 -2.830 -2.929 1.630
H35 -3.671 -1.187 -0.148
H36 -4.120 -0.134 1.046
H37 -5.526 -1.823 1.898
H38 -2.570 -1.841 3.629
C17 -4.330 1.939 -2.791
C18 -3.083 2.835 -2.446
O22 -3.578 4.030 -2.018
O23 -5.234 1.739 -1.697
H39 -3.818 1.045 -3.147
H40 -4.902 2.270 -3.658
H41 -2.393 2.904 -3.287
H42 -2.516 2.418 -1.614
H43 -3.953 3.781 -1.170
H44 -5.468 0.810 -1.623
C19 -3.318 -4.201 -4.036
C20 -4.234 -4.572 -5.207
O24 -5.424 -5.242 -4.822
O25 -3.871 -3.385 -3.045
H45 -2.296 -3.903 -4.268
H46 -3.098 -5.145 -3.538
H47 -3.535 -5.136 -5.824
H48 -4.554 -3.649 -5.691
H49 -5.214 -6.178 -4.784
H50 -3.347 -3.597 -2.269
C21 4.431 0.321 4.271
C22 3.999 1.586 3.415
O26 5.175 2.330 2.997
O27 5.618 -0.391 3.836
H51 3.587 -0.360 4.157
H52 4.568 0.603 5.315
H53 3.337 2.193 4.034
H54 3.505 1.256 2.501
H55 5.534 1.776 2.301
H56 6.398 0.157 3.949
C23 2.914 1.859 -2.801
C24 4.081 1.194 -2.165
O28 5.132 2.073 -1.719
O29 3.311 2.579 -3.987
H57 2.480 2.467 -2.007
H58 2.160 1.174 -3.189
H59 4.587 0.559 -2.892
H60 3.630 0.523 -1.434
H61 5.858 1.786 -2.278
H62 3.605 3.441 -3.681
C25 3.479 5.877 0.345
C26 3.226 6.284 1.815
O30 4.360 6.848 2.347
O31 3.202 7.060 -0.397
H63 2.678 5.155 0.189
H64 4.459 5.463 0.108
H65 2.842 5.485 2.449
H66 2.362 6.947 1.845
H67 4.600 7.623 1.834
H68 4.006 7.322 -0.851
C27 -0.104 -1.312 4.017
C28 0.895 -1.549 2.897
O32 1.952 -2.434 3.377
O33 -0.805 -2.496 4.329
H69 -0.858 -0.595 3.691
H70 0.491 -0.840 4.798
H71 1.287 -0.563 2.646
H72 0.381 -1.994 2.046
H73 2.713 -2.510 2.796
H74 -0.126 -3.127 4.580

Values from the calculation:
ΔE to the lowest compared entry with this formula, charge and spin = 326.9 kJ/mol
DFT total energy = -3619.06640 hartree
E_HOMO = -7.60 eV
orbital gap = 9.0 eV
charge = -1

These are the Löwdin partial charges, in e, on atoms 1 to 4: number 1, O, carries 0.0741; number 2, C, carries -0.3541; number 3, O, carries 0.2593; number 4, B, carries -0.9461

No. 2
Entry from the Open Molecules 2025 dataset: a cluster of 7 separate species, C28H74N4O13 in total (the ωB97M-V functional and the def2-TZVPD basis).

CARTESIAN COORDINATES (ANGSTROEM)
C1 -0.740 2.949 -3.540
O1 -0.810 1.944 -2.549
C2 0.218 0.944 -2.647
C3 0.319 0.208 -1.305
C4 1.336 -0.888 -1.078
N1 -1.006 -0.308 -1.050
H1 -1.690 3.464 -3.395
H2 -0.666 2.573 -4.561
H3 0.043 3.657 -3.267
H4 -0.067 0.267 -3.452
H5 1.211 1.250 -2.976
H6 0.635 1.093 -0.753
H7 1.055 -1.655 -1.799
H8 1.341 -1.355 -0.093
H9 2.390 -0.674 -1.257
H10 -1.201 -1.247 -1.367
H11 -1.503 0.296 -1.689
C5 -3.936 5.839 8.056
O2 -4.858 5.811 6.891
C6 -5.835 4.699 6.943
C7 -6.445 4.443 5.601
N2 -5.439 4.526 4.541
C8 -6.037 4.558 3.180
C9 -4.955 4.780 2.209
O3 -4.206 6.016 2.282
C10 -4.924 7.189 1.902
H12 -3.475 4.915 8.404
H13 -4.471 6.266 8.904
H14 -3.009 6.377 7.857
H15 -6.601 5.085 7.615
H16 -5.288 3.802 7.235
H17 -7.383 4.989 5.494
H18 -6.634 3.372 5.534
H19 -5.045 5.438 4.725
H20 -6.803 5.325 3.070
H21 -6.491 3.620 2.860
H22 -5.430 4.627 1.240
H23 -4.260 3.954 2.056
H24 -5.738 7.055 1.189
H25 -4.211 7.982 1.677
H26 -5.518 7.528 2.751
C11 8.447 2.668 -1.046
O4 9.539 3.466 -1.546
C12 9.292 4.884 -1.568
C13 10.417 5.444 -2.524
N3 11.694 4.741 -2.493
C14 12.338 5.010 -1.216
C15 13.576 4.087 -1.102
O5 13.201 2.782 -1.422
C16 14.225 1.858 -0.987
H27 8.075 2.909 -0.050
H28 8.604 1.590 -1.076
H29 7.710 2.789 -1.840
H30 9.504 5.357 -0.609
H31 8.296 5.189 -1.888
H32 10.383 6.480 -2.187
H33 10.195 5.509 -3.589
H34 11.471 3.757 -2.530
H35 11.700 4.765 -0.366
H36 12.582 6.072 -1.251
H37 14.067 4.114 -0.130
H38 14.287 4.565 -1.776
H39 13.874 0.826 -0.973
H40 14.683 2.021 -0.011
H41 15.100 1.839 -1.637
C17 -7.305 -0.282 -6.000
O6 -7.130 -1.752 -6.061
C18 -7.632 -2.395 -7.215
C19 -7.249 -3.907 -7.116
N4 -5.819 -4.084 -7.212
C20 -5.456 -5.485 -6.795
C21 -5.352 -5.666 -5.266
O7 -6.599 -5.880 -4.678
C22 -6.544 -6.058 -3.258
H42 -7.109 0.185 -6.965
H43 -6.682 0.317 -5.337
H44 -8.361 -0.012 -6.018
H45 -7.240 -1.924 -8.116
H46 -8.706 -2.233 -7.131
H47 -7.743 -4.445 -7.925
H48 -7.548 -4.296 -6.143
H49 -5.532 -3.554 -6.402
H50 -4.525 -5.839 -7.238
H51 -6.157 -6.195 -7.234
H52 -4.902 -4.792 -4.795
H53 -4.752 -6.532 -4.985
H54 -6.470 -5.152 -2.657
H55 -5.765 -6.744 -2.926
H56 -7.400 -6.594 -2.849
O8 1.918 2.050 6.655
C23 1.421 2.073 5.369
C24 0.040 2.685 5.519
O9 -0.901 1.860 6.185
H57 1.284 1.552 7.176
H58 2.100 2.615 4.711
H59 1.311 1.039 5.040
H60 -0.364 3.064 4.580
H61 0.073 3.560 6.168
H62 -1.785 2.187 6.003
O10 -1.681 -4.772 3.687
C25 -2.209 -5.958 3.006
C26 -2.054 -7.196 3.887
O11 -2.531 -8.366 3.384
H63 -1.877 -4.012 3.134
H64 -3.228 -5.831 2.641
H65 -1.605 -6.099 2.108
H66 -2.775 -6.958 4.670
H67 -1.098 -7.258 4.406
H68 -1.922 -8.704 2.724
O12 1.710 -10.805 1.247
C27 2.968 -10.187 1.286
C28 2.968 -8.824 0.494
O13 2.224 -8.925 -0.720
H69 1.843 -11.733 1.454
H70 3.265 -10.183 2.335
H71 3.590 -10.789 0.623
H72 3.964 -8.437 0.277
H73 2.520 -8.084 1.157
H74 1.675 -9.682 -0.502

Values from the calculation:
structure (SMILES) = COC[C@H](C)N.COCCNCCOC.COCCNCCOC.COCCNCCOC.OCCO.OCCO.OCCO
ΔE to the lowest compared entry with this formula, charge and spin = 416.1 kJ/mol
DFT total energy = -2307.94371 hartree
E_HOMO = -8.63 eV
orbital gap = 9.0 eV
charge = 0

These are the Löwdin partial charges, in e, on atoms 1 to 4: number 1, C, carries -0.0996; number 2, O, carries -0.2077; number 3, C, carries -0.2160; number 4, C, carries -0.4533

No. 3
Entry from the Open Molecules 2025 dataset: a cluster of 8 separate species, C28H75F3N6O9 in total (the ωB97M-V functional and the def2-TZVPD basis).

CARTESIAN COORDINATES (ANGSTROEM)
O1 -0.199 1.187 0.038
H1 -0.535 0.792 -0.842
H2 0.658 1.641 -0.262
H3 -0.068 0.389 0.639
C1 -1.885 0.995 -2.877
O2 -1.553 2.289 -2.386
O3 -1.282 0.060 -2.103
C2 -3.403 0.884 -3.110
F1 -3.755 -0.305 -3.617
F2 -4.027 1.008 -1.902
F3 -3.944 1.847 -3.894
C3 -1.446 3.300 -3.358
C4 -1.636 4.654 -2.672
H4 -1.191 4.663 -1.677
H5 -1.187 5.450 -3.269
H6 -2.694 4.905 -2.583
H7 -2.108 3.350 -4.227
H8 -0.461 3.269 -3.847
H9 -1.415 0.913 -3.878
C5 -4.270 -1.876 0.712
C6 -3.367 -2.800 -0.068
C7 -3.854 -2.940 -1.512
O4 -2.933 -3.724 -2.244
C8 -3.204 -3.842 -3.621
N1 -1.998 -2.252 -0.026
H10 -3.952 -1.559 1.705
H11 -5.275 -2.298 0.793
H12 -4.350 -0.936 0.151
H13 -3.295 -3.753 0.465
H14 -4.000 -1.946 -1.947
H15 -4.826 -3.446 -1.565
H16 -3.413 -2.864 -4.069
H17 -4.196 -4.298 -3.767
H18 -2.493 -4.461 -4.154
H19 -2.046 -1.404 -0.608
H20 -1.413 -2.849 -0.614
C9 -0.762 4.277 3.288
C10 -0.712 4.201 1.766
C11 -1.965 3.592 1.135
O5 -2.594 2.652 1.963
C12 -3.554 1.908 1.253
N2 -0.435 5.546 1.246
H21 0.109 4.760 3.726
H22 -0.874 3.266 3.683
H23 -1.625 4.839 3.656
H24 0.141 3.570 1.498
H25 -1.740 3.234 0.123
H26 -2.673 4.415 0.932
H27 -4.061 1.170 1.876
H28 -3.103 1.346 0.429
H29 -4.346 2.565 0.875
H30 -1.240 6.155 1.357
H31 -0.332 5.427 0.239
C13 2.143 1.967 3.750
C14 3.218 0.982 3.360
C15 3.448 -0.078 4.426
O6 3.939 0.524 5.603
C16 4.235 -0.360 6.654
N3 2.861 0.448 2.041
H32 2.127 2.825 3.079
H33 2.302 2.292 4.781
H34 1.152 1.504 3.770
H35 4.148 1.544 3.246
H36 4.258 -0.718 4.042
H37 2.605 -0.733 4.677
H38 3.299 -0.728 7.089
H39 4.855 0.164 7.376
H40 4.800 -1.210 6.248
H41 3.484 -0.289 1.723
H42 1.947 0.000 2.023
C17 -1.317 -0.087 3.737
C18 -0.404 -1.183 3.208
C19 -1.013 -2.604 3.340
O7 -1.127 -2.796 4.742
C20 -1.828 -3.949 5.104
N4 -0.089 -0.902 1.773
H43 -2.341 -0.324 3.423
H44 -1.063 0.916 3.402
H45 -1.381 -0.074 4.826
H46 0.477 -1.181 3.857
H47 -0.278 -3.295 2.922
H48 -1.978 -2.564 2.831
H49 -1.298 -4.879 4.868
H50 -2.801 -4.001 4.595
H51 -2.080 -3.953 6.164
H52 0.547 -1.667 1.536
H53 -0.971 -1.261 1.361
C21 2.568 1.676 -3.186
C22 2.672 0.920 -1.858
C23 4.075 0.333 -1.693
O8 4.097 -0.539 -0.563
C24 5.422 -0.941 -0.293
N5 2.285 1.841 -0.774
H54 1.546 2.038 -3.286
H55 2.811 1.016 -4.020
H56 3.292 2.493 -3.209
H57 1.978 0.074 -1.889
H58 4.827 1.120 -1.570
H59 4.294 -0.303 -2.557
H60 5.362 -1.839 0.328
H61 5.923 -0.201 0.342
H62 6.002 -1.186 -1.185
H63 2.862 1.557 0.029
H64 2.730 2.744 -0.947
C25 1.246 -4.346 -3.679
C26 1.279 -2.920 -3.164
C27 1.235 -1.913 -4.313
O9 2.391 -2.040 -5.119
C28 2.384 -1.126 -6.198
N6 0.121 -2.658 -2.324
H65 1.062 -5.003 -2.827
H66 2.158 -4.672 -4.176
H67 0.445 -4.439 -4.417
H68 2.184 -2.707 -2.586
H69 1.146 -0.892 -3.913
H70 0.327 -2.057 -4.917
H71 3.221 -1.424 -6.823
H72 2.372 -0.095 -5.827
H73 1.483 -1.112 -6.827
H74 -0.742 -3.015 -2.729
H75 -0.150 -1.676 -2.256

Values from the calculation:
ΔE to the lowest compared entry with this formula, charge and spin = 92.2 kJ/mol
DFT total energy = -2417.00519 hartree
E_HOMO = -8.58 eV
orbital gap = 9.1 eV
charge = 0

These are the Löwdin partial charges, in e, on atoms 1 to 4: number 1, O, carries 0.1213; number 2, H, carries 0.0734; number 3, H, carries 0.0838; number 4, H, carries 0.0754

No. 4
Entry from the Open Molecules 2025 dataset: a cluster of 8 separate species, C28H75N3O12 in total (the ωB97M-V functional and the def2-TZVPD basis).

CARTESIAN COORDINATES (ANGSTROEM)
C1 -0.650 -1.281 -2.703
O1 -1.101 -0.496 -1.663
C2 -1.829 0.667 -2.155
C3 -2.428 1.482 -0.951
N1 -3.313 2.522 -1.496
C4 -3.791 3.326 -0.360
C5 -5.023 4.042 -0.604
O2 -5.434 4.622 0.385
C6 -5.243 6.041 0.369
H1 -0.667 -2.376 -2.489
H2 0.346 -1.013 -2.944
H3 -1.300 -1.197 -3.450
H4 -2.798 0.438 -2.734
H5 -1.186 1.299 -2.762
H6 -1.737 2.165 -0.481
H7 -2.785 0.728 -0.329
H8 -4.122 1.989 -1.798
H9 -3.009 4.113 -0.126
H10 -3.839 2.661 0.462
H11 -5.688 3.219 -0.792
H12 -4.971 4.596 -1.473
H13 -5.403 6.488 -0.604
H14 -4.156 6.257 0.472
H15 -5.715 6.435 1.216
C7 6.566 2.260 2.637
O3 6.298 3.646 2.843
C8 5.430 4.267 1.867
C9 4.011 3.848 2.007
N2 3.206 4.615 1.053
C10 3.017 3.792 -0.068
C11 2.091 4.432 -1.057
O4 1.857 3.900 -2.183
C12 1.342 2.556 -2.131
H16 6.552 2.053 1.586
H17 5.899 1.617 3.124
H18 7.554 1.836 2.711
H19 5.913 4.094 0.856
H20 5.585 5.281 2.079
H21 3.835 4.164 3.046
H22 4.040 2.772 1.848
H23 2.292 4.655 1.541
H24 2.549 2.786 0.261
H25 4.043 3.672 -0.548
H26 2.557 5.339 -1.197
H27 1.198 4.791 -0.589
H28 2.088 1.905 -1.761
H29 1.175 2.205 -3.189
H30 0.415 2.390 -1.524
C13 -7.477 -6.597 -1.846
O5 -7.351 -5.351 -1.132
C14 -6.239 -4.628 -1.567
C15 -5.001 -4.809 -0.793
N3 -4.088 -3.827 -1.346
C16 -2.761 -3.793 -0.762
C17 -2.039 -5.076 -1.088
O6 -0.930 -5.406 -0.669
C18 0.190 -4.716 -1.218
H31 -7.345 -6.433 -2.920
H32 -8.289 -7.280 -1.561
H33 -6.671 -7.330 -1.685
H34 -6.479 -3.554 -1.601
H35 -6.045 -4.665 -2.616
H36 -4.681 -5.858 -1.017
H37 -5.324 -4.592 0.285
H38 -4.308 -3.650 -2.324
H39 -2.759 -3.776 0.295
H40 -2.154 -2.936 -0.954
H41 -2.034 -5.208 -2.159
H42 -2.626 -5.861 -0.560
H43 1.057 -5.270 -0.976
H44 0.387 -3.756 -0.719
H45 0.251 -4.510 -2.301
O7 2.800 0.833 2.026
C19 2.038 -0.362 1.678
C20 1.709 -0.230 0.252
O8 0.835 -1.294 0.062
H46 3.397 0.903 1.329
H47 2.471 -1.323 1.799
H48 1.114 -0.408 2.318
H49 2.594 -0.200 -0.290
H50 1.131 0.658 0.066
H51 0.454 -1.134 -0.803
C21 -2.218 -0.928 1.862
C22 -3.078 0.183 2.301
O9 -4.301 0.273 1.647
H52 -2.401 -1.803 2.523
H53 -1.170 -0.536 1.865
H54 -2.544 -1.220 0.846
H55 -2.521 1.066 1.991
H56 -3.123 0.249 3.346
H57 -4.751 -0.569 1.603
C23 5.439 -0.599 0.794
C24 5.421 0.034 -0.461
O10 4.568 1.148 -0.237
H58 5.584 0.033 1.723
H59 6.280 -1.322 0.752
H60 4.488 -1.050 0.957
H61 5.211 -0.617 -1.323
H62 6.432 0.388 -0.690
H63 4.795 1.728 -0.987
C25 3.682 -3.498 -0.250
C26 4.477 -4.602 -0.687
O11 4.664 -4.574 -2.047
H64 3.624 -3.504 0.874
H65 2.617 -3.691 -0.682
H66 4.100 -2.509 -0.667
H67 4.226 -5.614 -0.362
H68 5.493 -4.401 -0.144
H69 4.486 -3.623 -2.307
C27 -0.237 2.716 1.979
C28 -0.087 2.139 3.337
O12 1.315 2.382 3.657
H70 -0.013 2.000 1.192
H71 0.350 3.554 1.615
H72 -1.258 3.065 1.733
H73 -0.438 1.089 3.422
H74 -0.584 2.657 4.130
H75 1.932 1.828 3.259

Values from the calculation:
structure (SMILES) = COCCNCCOC.COCCNCCOC.COCCNCCOC.OCCO.CCO.CCO.CCO.CCO
ΔE to the lowest compared entry with this formula, charge and spin = 401.3 kJ/mol
DFT total energy = -2178.41945 hartree
E_HOMO = -8.51 eV
orbital gap = 8.6 eV
charge = 0

These are the Löwdin partial charges, in e, on atoms 1 to 4: number 1, C, carries -0.1186; number 2, O, carries -0.2125; number 3, C, carries -0.1399; number 4, C, carries -0.1975